# 1
DFT (ωB97M-V/def2-TZVPD) results for a structure of composition C17H29SiSn in a non-equilibrium geometry.

ORCA input file:
```
! wB97M-V def2-TZVPD RIJCOSX def2/J DEFGRID3
* xyz -1 1
Sn -1.195 -2.073 1.008
Si 2.195 -3.482 -0.198
C -0.825 -0.458 2.393
C -2.638 2.444 -2.065
C -1.411 2.734 0.427
C -3.410 2.667 -0.921
C -2.800 -3.157 2.015
C 2.997 1.982 -1.343
C 3.172 -2.104 0.694
C 1.715 1.711 -1.660
C 1.709 2.479 0.641
C 0.785 1.916 -0.486
C 3.165 2.350 0.111
C 0.499 -3.583 0.659
C -2.175 -1.290 -0.753
C -2.800 2.784 0.333
C -0.628 2.457 -0.701
C -1.245 2.349 -1.959
C 1.889 -2.588 -1.861
H -2.928 -0.558 -0.426
H -1.454 -0.790 -1.409
H 0.836 -2.251 -1.897
H -4.493 2.749 -1.017
H -1.686 0.224 2.357
H 0.085 0.089 2.128
H 3.734 3.270 0.282
H -2.673 -2.116 -1.276
H 1.474 3.512 0.920
H 0.509 0.972 -0.063
H -3.110 2.347 -3.045
H 2.110 -3.236 -2.743
H -0.925 2.923 1.386
H -0.156 -4.327 0.160
H 0.608 -3.865 1.724
H -0.634 2.215 -2.850
H 2.525 -1.685 -1.924
H 2.542 -1.676 1.497
H 4.143 -2.454 1.136
H -2.414 -3.647 2.919
H 3.685 1.550 0.660
H -3.227 -3.905 1.335
H 3.870 1.904 -1.987
H -3.405 2.930 1.226
H 1.329 1.441 -2.642
H -0.742 -0.879 3.402
H 1.584 1.848 1.536
H 3.390 -1.283 -0.019
H -3.578 -2.437 2.297
*
```

Calculated values
- LUMO energy (eV) = 2.8
- strongest force on any atom (Eh/bohr) = 0.038
- HOMO-LUMO gap (eV) = 4.31

# 2
DFT (ωB97M-V/def2-TZVPD) results for the ion C4H9IN with charge +1 in a non-equilibrium geometry.

ORCA input file:
```
! wB97M-V def2-TZVPD RIJCOSX def2/J DEFGRID3
* xyz 1 1
I 3.217 1.686 -0.003
N -0.165 -1.154 1.384
C 0.382 0.214 -0.554
C 1.071 1.660 -0.214
C 0.577 1.371 -1.565
C -0.845 -0.421 0.162
H 0.489 2.348 0.433
H -0.382 1.781 -1.892
H 0.253 -0.377 1.948
H -1.541 0.224 0.728
H 1.307 1.219 -2.310
H -1.391 -1.149 -0.349
H -0.964 -1.631 1.893
H 1.088 -0.470 -0.867
H 0.484 -1.841 1.057
*
```

Calculated values
- relative energy (zero: lowest compared OMol25 entry of this formula, charge and spin) (kJ/mol) = 166.11
- SMILES = [NH3+]C[C@H]1C[C@@H]1I
- LUMO energy (eV) = -3.8
- strongest force on any atom (Eh/bohr) = 0.069
- HOMO-LUMO gap (eV) = 8.93

# 3
DFT (ωB97M-V/def2-TZVPD) results for a structure of composition C2HCl2NO in a non-equilibrium geometry.

ORCA input file:
```
! wB97M-V def2-TZVPD RIJCOSX def2/J DEFGRID3
* xyz 0 1
Cl 1.260 0.017 -2.944
Cl -0.804 0.782 -1.302
O 0.093 1.366 2.247
N -0.161 -0.834 1.444
C -0.091 0.311 1.721
C 0.323 -0.499 -1.713
H -0.621 -1.142 0.548
*
```

Calculated values
- relative energy (zero: lowest compared OMol25 entry of this formula, charge and spin) (kJ/mol) = 236.61
- LUMO energy (eV) = -1.5
- strongest force on any atom (Eh/bohr) = 0.108
- HOMO-LUMO gap (eV) = 8.75